(1)
DFT (the ωB97M-V functional and the def2-TZVPD basis) results for a cluster of 3 separate species, C10H8O2 in total at a distorted geometry.

Properties
Strongest force on any atom, eV Å⁻¹: 6.488
E_HOMO, eV: -8.39
Relative energy (zero: lowest compared OMol25 entry of this formula, charge and spin), kcal per mole: 266.11

Atoms and positions in Å:
C  1.3443  1.7560  0.5748
C  0.1122  2.2898  -0.0025
C  -0.6714  1.2648  -0.4504
C  -0.4105  -0.0671  -0.4296
C  -1.4294  -1.0467  -0.7221
C  -1.0543  -2.3293  -0.8971
C  0.0864  -2.7638  -0.3148
C  0.8736  -1.9180  0.3987
C  0.6069  -0.5051  0.4609
C  1.6865  0.4894  0.7841
H  1.6253  3.5518  -0.0598
H  -0.2857  3.3100  0.0860
H  -1.6117  1.3851  -0.7860
H  -3.2788  -0.3676  1.0434
H  -2.0614  -2.9087  -1.3029
H  0.7290  -3.6346  -0.7794
H  1.9791  -2.0843  0.5513
H  2.5967  0.2606  1.7181
O  2.0026  2.8379  1.1422
O  -2.8223  -0.6546  -0.7524

=====

(2)
DFT (the ωB97M-V functional and the def2-TZVPD basis) results for a cluster of 2 separate species, C3H10NS2 in total at a distorted geometry.

Properties
Net charge: -1
Strongest force on any atom, eV Å⁻¹: 4.586
E_HOMO, eV: -2.43
Relative energy (zero: lowest compared OMol25 entry of this formula, charge and spin), kcal per mole: 79.94

Atoms and positions in Å:
C  -0.8232  3.0746  0.2743
S  -1.2212  1.2607  0.6663
H  -0.7241  3.4663  -0.7698
H  -1.5351  3.7984  0.7635
H  0.2042  3.4108  0.5972
C  0.4748  -1.4577  0.4754
C  0.1504  -1.1535  -1.0252
S  1.2284  0.0774  -1.9183
N  -0.2803  -2.7535  0.8791
H  1.5428  -1.5774  0.4952
H  0.5305  -0.4374  0.8732
H  0.2450  -1.9324  -1.7304
H  -0.7921  -0.8485  -0.9106
H  2.6187  0.6644  -1.3670
H  -0.3000  -2.9841  1.9590
H  -1.3188  -2.6080  0.7380

=====

(3)
DFT (the ωB97M-V functional and the def2-TZVPD basis) results for the molecule CHF3N2O at a distorted geometry.

Properties
SMILES: O=C(NF)N(F)F
Strongest force on any atom, eV Å⁻¹: 4.146
E_HOMO, eV: -10.82
Relative energy (zero: lowest compared OMol25 entry of this formula, charge and spin), kcal per mole: 100.00

Atoms and positions in Å:
O  -2.4200  0.9379  0.5170
C  -1.5567  0.2017  0.1885
N  -0.3493  -0.0083  0.7585
F  0.0245  0.7604  1.8283
N  -1.7174  -0.7903  -1.1853
F  -1.0395  -0.1664  -2.1209
F  -0.9139  -1.8587  -0.8743
H  0.1466  -0.8958  0.8400

=====

Question: strongest force on any atom of number 2 (C3H10NS2)?
Answer: 4.586 eV Å⁻¹

=====

Question: Which of these has the lowest strongest force on any atom?
Answer: CHF3N2O

=====

Question: The lowest relative energy (zero: lowest compared OMol25 entry of this formula, charge and spin) belongs to which entry?
Answer: C3H10NS2

=====

Question: Number 3 is which compound?
Answer: CHF3N2O